No. 1
Here is a molecular structure, C37H32N2O2PS3W from the Open Molecules 2025 dataset. Energies are from ωB97M-V/def2-TZVPD.

Structure (XYZ):
```
78
C37H32N2O2PS3W | the Open Molecules 2025 dataset | ωB97M-V/def2-TZVPD
W -0.62 -1.02 -0.68
C -1.34 2.60 4.68
C 0.02 2.57 4.44
C 0.51 2.11 3.23
C -0.36 1.65 2.25
C -1.73 1.71 2.48
C -2.22 2.18 3.69
P 0.19 1.21 0.56
C 1.97 1.61 0.50
C 2.88 0.95 1.32
C 4.23 1.24 1.24
C 4.69 2.19 0.34
C 3.79 2.86 -0.47
C 2.43 2.57 -0.40
C -0.63 2.49 -0.39
C -0.53 3.83 -0.11
C -1.17 4.77 -0.93
C -1.88 4.36 -2.02
C -2.00 2.99 -2.34
C -2.68 2.54 -3.50
C -2.74 1.21 -3.78
C -2.20 0.26 -2.88
C -1.56 0.63 -1.71
C -1.41 2.03 -1.48
H -1.72 2.97 5.63
H 0.71 2.91 5.20
H 1.58 2.12 3.06
H -2.44 1.41 1.71
H -3.29 2.22 3.85
H 2.55 0.22 2.04
H 4.93 0.73 1.89
H 5.74 2.42 0.28
H 4.13 3.60 -1.17
H 1.75 3.08 -1.06
H 0.06 4.17 0.74
H -1.09 5.83 -0.70
H -2.36 5.08 -2.67
H -3.12 3.27 -4.16
H -3.23 0.86 -4.68
H -2.30 -0.79 -3.15
O 0.26 -4.46 -2.62
C 0.61 -3.33 -2.39
O -0.30 -2.48 -1.84
C 1.93 -2.77 -2.68
C 2.88 -3.66 -3.19
C 4.14 -3.24 -3.54
C 4.47 -1.89 -3.39
C 3.55 -1.00 -2.88
C 2.26 -1.42 -2.52
S 1.22 -0.12 -1.97
H 2.59 -4.70 -3.31
H 4.87 -3.94 -3.94
H 5.46 -1.54 -3.66
H 3.82 0.04 -2.75
C -0.92 -1.28 4.11
C -0.47 -1.40 2.69
S -1.64 -1.26 1.43
C 0.79 -1.72 2.33
C 1.86 -2.01 3.34
S 1.19 -1.89 0.65
H -1.99 -1.13 4.18
H -0.43 -0.42 4.59
H -0.66 -2.17 4.68
H 1.53 -2.78 4.04
H 2.09 -1.12 3.94
H 2.78 -2.35 2.86
C -2.12 -4.30 -0.51
C -3.01 -3.14 -0.75
N -2.70 -1.85 -0.88
C -3.89 -1.15 -0.99
C -4.92 -2.03 -0.95
N -4.35 -3.27 -0.80
H -1.34 -4.03 0.21
H -1.63 -4.62 -1.43
H -2.70 -5.12 -0.10
H -3.92 -0.08 -1.07
H -5.98 -1.89 -1.01
H -4.83 -4.15 -0.74
```

Highest occupied orbital energy ... -0.3761 hartree
Relative energy (zero: lowest compared OMol25 entry of this formula, charge and spin) ... 2.2 kcal/mol
Total energy ... -3292.074246 a.u.
Total charge ... +1

No. 2
Here is a molecular structure, C37H32NP2SeY in a non-equilibrium geometry from the Open Molecules 2025 dataset. Energies are from ωB97M-V/def2-TZVPD.

Structure (XYZ):
```
74
C37H32NP2SeY | the Open Molecules 2025 dataset | ωB97M-V/def2-TZVPD
C 0.76 -0.97 -2.04
C -0.29 -1.47 -1.24
C -1.61 -1.54 -1.71
C -1.85 -1.28 -3.05
C -0.80 -0.89 -3.88
C 0.50 -0.71 -3.38
P 0.02 -1.84 0.48
C -1.29 -2.94 1.07
C -2.35 -2.48 1.88
C -3.37 -3.39 2.17
C -3.30 -4.71 1.67
C -2.22 -5.14 0.89
C -1.20 -4.25 0.59
Y -0.06 0.05 2.28
P 0.02 1.80 0.34
C -1.38 1.78 -0.73
C -1.18 2.12 -2.08
C -2.27 2.19 -2.91
C -3.56 1.89 -2.41
C -3.73 1.48 -1.08
C -2.65 1.40 -0.23
C -0.23 3.11 1.60
C 0.62 3.16 2.73
C 0.44 4.21 3.64
C -0.57 5.16 3.43
C -1.43 5.07 2.33
C -1.27 4.03 1.41
C 1.63 2.02 -0.37
C 2.69 1.12 -0.16
C 3.92 1.41 -0.74
C 4.08 2.61 -1.47
C 3.02 3.52 -1.60
C 1.79 3.25 -1.03
C 1.62 -2.64 0.64
C 2.04 -3.40 -0.46
C 3.23 -4.11 -0.36
C 3.99 -4.04 0.81
C 3.57 -3.25 1.90
C 2.38 -2.53 1.83
H 1.43 2.42 2.88
H 1.11 4.29 4.50
H -0.69 5.98 4.14
H -2.21 5.81 2.16
H -1.93 3.92 0.55
H -0.16 2.31 -2.43
H -2.13 2.48 -3.96
H -4.41 1.96 -3.08
H -4.74 1.24 -0.70
H -2.77 1.06 0.81
H 2.56 0.19 0.42
H 4.75 0.70 -0.63
H 5.04 2.83 -1.92
H 3.15 4.47 -2.15
H 0.94 3.94 -1.08
H 1.43 -3.43 -1.36
H 3.55 -4.72 -1.23
H 4.92 -4.60 0.87
H 4.18 -3.22 2.81
H 2.03 -1.92 2.69
H -2.39 -1.44 2.27
H -4.22 -3.08 2.78
H -4.10 -5.42 1.90
H -2.16 -6.17 0.51
H -0.33 -4.53 -0.02
H -2.41 -1.83 -1.02
H -2.88 -1.39 -3.44
H -0.99 -0.69 -4.94
H 1.32 -0.38 -4.03
H 1.75 -0.82 -1.62
H -0.06 0.13 -6.96
H 0.69 0.13 -6.90
Se 0.00 0.00 7.38
C 0.00 0.00 5.64
N 0.01 -0.02 4.41
```

Highest occupied orbital energy ... -0.4851 hartree
Relative energy (zero: lowest compared OMol25 entry of this formula, charge and spin) ... 0.0 kcal/mol
Total energy ... -4605.801153 a.u.
Total charge ... +2

No. 3
Here is a molecular structure, C37H33AlF3O5 from the Open Molecules 2025 dataset. Energies are from ωB97M-V/def2-TZVPD.

Structure (XYZ):
```
79
C37H33AlF3O5 | the Open Molecules 2025 dataset | ωB97M-V/def2-TZVPD
C -5.43 -2.67 5.09
C -5.16 -2.18 3.68
C -4.25 -3.10 2.85
C -3.24 -2.32 1.98
Al -1.75 -1.56 3.10
F -2.27 -1.47 4.72
C -1.20 0.27 2.50
C -0.32 0.26 1.24
C 0.47 1.52 1.02
F -0.36 2.66 0.96
C -0.17 -2.87 3.06
C 0.56 -2.85 4.31
O 1.53 -2.23 4.64
F 0.00 -3.69 5.23
H -6.07 -3.56 5.09
H -4.49 -2.93 5.58
H -5.92 -1.91 5.70
H -4.70 -1.19 3.74
H -6.11 -2.06 3.16
H -3.72 -3.77 3.53
H -4.89 -3.74 2.23
H -2.82 -3.01 1.24
H -3.77 -1.55 1.42
H -2.11 0.82 2.28
H -0.68 0.82 3.29
H -0.93 0.09 0.35
H 0.42 -0.55 1.29
H 1.03 1.51 0.08
H 1.17 1.69 1.85
H -0.61 -3.85 2.90
H 0.51 -2.59 2.25
C -3.40 3.91 -3.41
C -3.41 3.98 -4.80
C -3.65 2.84 -5.55
C -3.88 1.63 -4.92
C -3.87 1.56 -3.52
C -3.63 2.70 -2.77
C -4.09 0.27 -2.81
O -4.11 0.21 -1.61
C -4.28 -0.96 -3.65
C -4.43 -2.18 -3.01
C -4.62 -3.33 -3.76
C -4.66 -3.26 -5.15
C -4.51 -2.04 -5.79
C -4.31 -0.88 -5.04
C -4.13 0.42 -5.75
O -4.19 0.48 -6.96
H -3.21 4.80 -2.82
H -3.23 4.93 -5.29
H -3.66 2.88 -6.63
H -3.61 2.63 -1.69
H -4.40 -2.22 -1.93
H -4.73 -4.28 -3.26
H -4.81 -4.16 -5.73
H -4.54 -1.97 -6.87
C 9.64 1.12 -1.85
C 9.75 2.48 -1.57
C 8.86 3.08 -0.70
C 7.86 2.34 -0.10
C 7.75 0.97 -0.38
C 8.65 0.37 -1.25
C 6.67 0.14 0.24
O 6.59 -1.04 0.01
C 5.71 0.83 1.15
C 4.67 0.09 1.71
C 3.76 0.71 2.55
C 3.89 2.06 2.85
C 4.92 2.80 2.30
C 5.83 2.19 1.44
C 6.92 3.01 0.85
O 7.05 4.19 1.12
H 10.34 0.65 -2.53
H 10.53 3.06 -2.04
H 8.94 4.14 -0.48
H 8.55 -0.69 -1.45
H 4.58 -0.96 1.47
H 2.95 0.13 2.99
H 3.18 2.53 3.51
H 5.03 3.85 2.52
```

Highest occupied orbital energy ... -0.1911 hartree
Total energy ... -2348.207242 a.u.
Total charge ... -1

Number 2 is which compound? C37H32NP2SeY

What is the highest occupied orbital energy in the third record? -0.1911 hartree

Which value of total energy does entry 3 give? -2348.207242 a.u.

Which of these has the highest total charge? C37H32NP2SeY